100
Properties=species:S:1:pos:R:3 method="wB97M-V/def2-TZVPD" max_force_ev_per_a=0.514 e_tot_ha=-1910.79014 orbital_gap_ha=0.31563 mol_weight_da=578.8 e_homo_ev=-11.3 charge=+1
C -2.855 -2.392 1.570
C -2.037 -2.887 0.374
C -0.926 -1.933 -0.070
C -1.440 -0.546 -0.491
C -1.348 0.506 0.614
C -1.736 1.920 0.168
C -2.030 2.792 1.411
C -3.435 2.367 1.712
N -4.007 1.851 0.693
C -5.321 1.200 0.611
C -6.110 1.127 1.915
C -6.974 -0.143 1.979
C -8.329 0.129 2.625
O -9.179 0.829 1.736
C -9.962 -0.024 0.923
C -3.113 1.981 -0.496
H -3.355 -3.221 2.072
H -3.633 -1.680 1.278
H -2.217 -1.907 2.313
H -2.703 -3.073 -0.475
H -1.597 -3.855 0.625
H -0.201 -1.826 0.745
H -0.397 -2.379 -0.914
H -0.862 -0.188 -1.340
H -2.482 -0.650 -0.818
H -0.315 0.548 0.975
H -1.960 0.205 1.472
H -0.990 2.313 -0.523
H -1.392 2.540 2.260
H -1.974 3.868 1.216
H -3.925 2.398 2.679
H -5.117 0.198 0.221
H -5.874 1.733 -0.166
H -6.775 1.992 1.970
H -5.448 1.158 2.781
H -6.456 -0.944 2.511
H -7.157 -0.516 0.965
H -8.213 0.767 3.505
H -8.792 -0.808 2.955
H -10.448 0.594 0.171
H -10.726 -0.534 1.519
H -9.350 -0.780 0.415
H -3.286 2.998 -0.861
H -3.343 1.265 -1.278
O 1.434 0.460 -1.791
C 2.135 1.241 -1.206
O 1.546 2.392 -0.774
C 2.228 3.330 0.071
C 3.086 4.297 -0.717
C 3.606 1.036 -0.998
H 2.806 2.806 0.833
H 1.425 3.863 0.582
H 3.890 3.779 -1.238
H 3.532 5.032 -0.046
H 2.481 4.823 -1.456
H 4.136 1.405 -1.875
H 3.806 -0.028 -0.932
H 4.002 1.537 -0.119
O 5.813 -0.578 -2.269
C 6.060 -1.023 -3.363
O 7.336 -0.964 -3.792
C 7.768 -1.605 -5.004
C 7.537 -0.739 -6.223
C 4.997 -1.582 -4.271
H 7.295 -2.582 -5.106
H 8.833 -1.768 -4.848
H 6.476 -0.559 -6.390
H 7.941 -1.232 -7.108
H 8.036 0.223 -6.103
H 4.546 -0.756 -4.822
H 4.232 -2.036 -3.646
H 5.360 -2.332 -4.964
O 5.385 -4.528 -5.420
C 5.839 -5.345 -4.661
O 5.836 -5.047 -3.346
C 6.256 -5.976 -2.333
C 7.754 -5.948 -2.124
C 6.468 -6.627 -5.144
H 5.891 -6.977 -2.560
H 5.738 -5.638 -1.437
H 8.291 -6.275 -3.015
H 8.027 -6.610 -1.302
H 8.081 -4.938 -1.878
H 7.515 -6.420 -5.373
H 5.970 -6.915 -6.065
H 6.427 -7.448 -4.434
O -3.924 2.139 4.714
C -3.343 2.927 5.429
O -3.985 4.044 5.779
C -3.466 4.981 6.746
C -2.515 5.975 6.120
C -1.921 2.694 5.871
H -3.016 4.445 7.582
H -4.355 5.480 7.123
H -1.620 5.490 5.729
H -2.203 6.705 6.867
H -3.005 6.506 5.305
H -1.257 3.095 5.103
H -1.761 1.622 5.938
H -1.663 3.160 6.817

54
Properties=species:S:1:pos:R:3 method="wB97M-V/def2-TZVPD" max_force_ev_per_a=0.158 e_tot_ha=-3525.51969 orbital_gap_ha="0.25753 / 0.25527" mol_weight_da=534.3 e_homo_ev="-11.8 / -11.8" charge=+1 spin_multiplicity=2 de_lowest_kcal_mol=0.00
Co 0.134 -0.699 -1.936
C -3.407 -1.512 -1.933
C -2.702 -0.963 -0.740
C -3.197 -0.641 0.530
C -2.146 -0.043 1.193
N -1.080 -0.016 0.375
N -1.424 -0.599 -0.802
B 0.202 0.882 0.486
N 0.191 1.800 -0.783
C 0.418 3.106 -0.978
C 0.459 3.351 -2.337
C 0.270 2.108 -2.944
C 0.237 1.742 -4.390
N 0.114 1.191 -1.989
N 1.515 0.046 0.350
C 2.649 0.041 1.068
C 3.644 -0.554 0.318
C 3.043 -0.892 -0.896
C 3.648 -1.512 -2.110
N 1.759 -0.538 -0.857
N 0.127 1.675 1.754
C -0.682 2.731 2.037
C -0.697 2.895 3.394
C 0.127 1.860 3.894
C 0.470 1.558 5.317
N 0.602 1.123 2.906
H -4.264 -2.111 -1.640
H -3.755 -0.694 -2.567
H -2.749 -2.144 -2.534
H -4.191 -0.820 0.902
H -2.086 0.374 2.186
H 0.543 3.776 -0.144
H 0.605 4.298 -2.826
H 0.390 2.625 -5.005
H 1.025 1.027 -4.635
H -0.725 1.306 -4.665
H 2.654 0.454 2.061
H 4.669 -0.713 0.605
H 4.467 -2.176 -1.841
H 2.915 -2.085 -2.683
H 4.050 -0.743 -2.772
H -1.203 3.271 1.263
H -1.218 3.651 3.956
H 0.003 2.278 5.985
H 0.129 0.561 5.594
H 1.548 1.596 5.472
S 1.532 -3.664 -0.433
C -0.163 -3.654 -0.323
S 0.169 -3.075 -1.945
C -1.150 -4.023 0.494
C -2.523 -4.042 0.095
N -3.634 -4.085 -0.191
C -0.802 -4.492 1.805
N -0.510 -4.839 2.859

20
Properties=species:S:1:pos:R:3 method="wB97M-V/def2-TZVPD" max_force_ev_per_a=2.569 e_tot_ha=-274.09467 orbital_gap_ha=0.41195 mol_weight_da=90.2 e_homo_ev=-10.3 charge=0 smiles=CCC.CCO de_lowest_kcal_mol=29.74
C -1.185 2.039 -0.307
C 0.125 2.167 -1.094
C 0.248 1.311 -2.399
H -0.960 1.964 0.757
H -1.726 1.117 -0.533
H -1.870 2.844 -0.552
H 0.351 3.243 -1.125
H 1.039 1.912 -0.540
H -0.250 1.957 -3.123
H 1.320 1.224 -2.553
H -0.211 0.335 -2.301
C -0.630 -2.342 1.757
C 0.703 -1.934 1.177
O 1.735 -2.400 2.046
H -0.793 -1.751 2.656
H -0.537 -3.378 2.107
H -1.476 -2.399 1.084
H 0.833 -2.259 0.144
H 0.820 -0.843 1.192
H 2.462 -2.810 1.606